12
Properties=species:S:1:pos:R:3:mulliken_charge:R:1 method="wB97M-V/def2-TZVPD" lumo_energy_ev=0.854 e_above_lowest_kj_mol=256.1 gap_ev=10.874 smiles="O=CC[C@H]1CO1" multiplicity=1 energy_ha=-306.4087
O -0.4273 -0.8564 1.8429 -0.46
C 0.5307 -0.9503 1.1154 0.06
C 1.0687 0.2049 0.2929 -0.58
C 0.0900 0.3495 -0.8756 0.04
C -1.3814 0.3675 -0.5457 -0.38
O -0.7336 1.4630 -1.1503 -0.43
H 1.0116 -1.9345 0.9434 0.33
H 2.0823 -0.0438 -0.0353 0.31
H 1.1149 1.0961 0.9168 0.26
H 0.5053 -0.0231 -1.8289 0.34
H -2.0094 -0.3425 -1.0714 0.27
H -1.8519 0.6695 0.3959 0.25



12
Properties=species:S:1:pos:R:3:mulliken_charge:R:1 method="wB97M-V/def2-TZVPD" lumo_energy_ev=0.689 e_above_lowest_kj_mol=197.5 gap_ev=10.694 smiles="O=CC1COC1" multiplicity=1 energy_ha=-306.4311
O 2.4867 -0.5551 0.4516 -0.45
C 1.3150 -0.8457 0.4644 -0.22
C 0.2850 -0.1557 -0.4026 0.30
C -1.1931 -0.4826 -0.1605 -0.46
O -1.4893 0.8729 0.2021 -0.38
C -0.1284 1.2730 0.0047 -0.42
H 0.9536 -1.6398 1.1612 0.29
H 0.6001 -0.1534 -1.4500 0.36
H -1.7642 -0.8226 -1.0334 0.23
H -1.3754 -1.1700 0.6780 0.27
H 0.3397 1.6911 0.9039 0.26
H -0.0297 1.9879 -0.8193 0.22



12
Properties=species:S:1:pos:R:3:mulliken_charge:R:1 method="wB97M-V/def2-TZVPD" lumo_energy_ev=0.822 e_above_lowest_kj_mol=112.9 gap_ev=10.809 smiles="CC(C=O)C=O" multiplicity=1 energy_ha=-306.4633
C 0.9167 -0.6522 -0.7246 -1.22
C -0.2823 0.2153 -0.3206 0.36
C -1.2157 -0.6277 0.5160 -0.18
O -1.3296 -0.4563 1.7068 -0.47
C 0.1484 1.3717 0.5762 -0.05
O 1.2984 1.6138 0.8431 -0.49
H 0.8437 -1.0318 -1.7458 0.32
H 1.8120 -0.0399 -0.6045 0.32
H 1.0232 -1.5084 -0.0511 0.33
H -0.8086 0.6113 -1.2039 0.36
H -1.7291 -1.4736 0.0156 0.39
H -0.6771 1.9780 0.9926 0.32